# 1
{
  "formula": "C2H9N3O3",
  "method": "ωB97M-V with the def2-TZVPD basis set",
  "homo_ev": -9.2447,
  "homo_lumo_gap_ev": 10.13,
  "total_energy_ev": -12828.587,
  "de_lowest_kcal_mol": 64.7,
  "molar_mass_g_mol": 123.11,
  "e_lumo_ev": 0.89,
  "symbols": ["N", "O", "C", "N", "O", "H", "H", "H", "H", "C", "O", "N", "H", "H", "H", "H", "H"],
  "coordinates": [[-0.09, 0.13, 2.31], [0.82, 0.25, 1.23], [0.45, 1.14, 0.08], [-0.70, 1.83, 0.30], [1.38, 1.50, -0.60], [-0.04, 0.96, 2.89], [0.28, -0.64, 2.87], [-1.40, 1.40, 0.88], [-0.83, 2.68, -0.22], [-0.17, -1.86, -0.40], [-0.38, -0.49, -1.11], [0.31, -0.44, -2.36], [0.40, -1.98, 0.52], [-1.21, -2.09, -0.23], [0.31, -2.62, -1.02], [-0.30, 0.11, -2.97], [1.15, 0.13, -2.18]],
  "mulliken_charge": [-0.550, -0.203, 0.836, -0.402, -0.661, 0.227, 0.237, 0.233, 0.233, -0.552, -0.197, -0.523, 0.249, 0.255, 0.295, 0.242, 0.281]
}

---

# 2
{
  "formula": "CH11O5",
  "method": "ωB97M-V with the def2-TZVPD basis set",
  "homo_ev": -4.6883,
  "homo_lumo_gap_ev": 8.52,
  "total_energy_ev": -11453.602,
  "de_lowest_kcal_mol": 24.3,
  "molar_mass_g_mol": 103.09,
  "total_charge": -1,
  "e_lumo_ev": 3.83,
  "symbols": ["C", "O", "H", "H", "H", "H", "H", "O", "H", "H", "O", "H", "H", "O", "H", "H", "O"],
  "coordinates": [[0.90, -0.31, -0.87], [1.19, -0.25, 0.53], [0.11, 0.40, -1.06], [1.71, -0.13, -1.62], [0.61, -1.34, -1.16], [3.30, -2.29, 0.38], [2.53, -0.99, 0.21], [3.46, -1.39, 0.11], [0.04, 1.54, 0.33], [-0.93, 1.68, 1.33], [-0.64, 2.19, 0.56], [-1.24, -1.55, 1.24], [-0.14, -0.26, 1.05], [-1.08, -0.61, 1.42], [-3.34, 0.96, -0.08], [-2.88, 1.01, -1.46], [-3.59, 1.35, -0.93]],
  "mulliken_charge": [-0.614, -1.027, 0.171, 0.302, 0.233, 0.264, 0.435, -0.702, 0.388, 0.352, -0.679, 0.209, 0.426, -0.747, 0.333, 0.309, -0.653]
}

---

# 3
{
  "formula": "C5H7NO",
  "method": "ωB97M-V with the def2-TZVPD basis set",
  "homo_ev": -8.8429,
  "homo_lumo_gap_ev": 7.65,
  "total_energy_ev": -8830.486,
  "de_lowest_kcal_mol": 131.8,
  "molar_mass_g_mol": 97.12,
  "e_lumo_ev": -1.19,
  "symbols": ["N", "C", "O", "C", "C", "C", "C", "H", "H", "H", "H", "H", "H", "H"],
  "coordinates": [[-1.55, -1.81, -0.30], [-1.89, -0.84, 0.30], [-2.11, 0.23, 0.86], [-0.26, 1.24, -0.12], [0.75, 0.68, 0.87], [1.19, -0.09, -0.38], [0.14, 0.42, -1.15], [0.11, -1.92, 0.03], [-0.85, 2.14, -0.09], [0.32, 0.08, 1.66], [1.49, 1.39, 1.27], [0.90, -1.75, 0.11], [2.18, -0.44, -0.67], [-0.16, 0.29, -2.19]],
  "mulliken_charge": [-0.761, 0.642, -0.652, 0.152, -0.419, -0.342, -0.524, 0.202, 0.358, 0.246, 0.273, 0.031, 0.451, 0.343]
}